Molecular formula: C30H55GeKN5O4SSbSi3
Method: DFT, ωB97M-V/def2-TZVPD

Structure (XYZ):
```
101
Properties=species:S:1:pos:R:3
K 1.343 -0.710 -0.757
C 1.929 -6.333 2.282
C 1.351 -5.184 3.116
N 2.000 -3.923 2.849
C 1.785 -3.305 1.623
S 3.097 -2.440 0.998
N 0.650 -3.584 1.058
N 0.128 -2.913 0.046
C -0.636 -3.572 -0.767
C -0.805 -5.069 -0.671
C -1.288 -2.849 -1.831
C -2.153 -3.503 -2.729
C -2.660 -2.814 -3.808
C -2.294 -1.487 -3.991
C -1.472 -0.912 -3.034
N -1.010 -1.545 -1.977
H 1.364 -7.249 2.437
H 2.968 -6.512 2.553
H 1.899 -6.065 1.228
H 1.460 -5.408 4.184
H 0.290 -5.057 2.890
H 2.983 -3.905 3.096
H -0.235 -5.407 0.190
H -0.411 -5.547 -1.566
H -1.852 -5.349 -0.536
H -2.396 -4.545 -2.588
H -3.321 -3.298 -4.517
H -2.628 -0.919 -4.844
H -1.137 0.109 -3.133
C -2.991 1.958 -4.006
Si -2.521 2.953 -2.426
C -1.427 4.377 -3.102
C -4.248 3.741 -2.000
Sb -1.141 1.661 -0.631
Si -1.099 3.696 1.015
C -1.067 3.048 2.812
C -2.384 5.158 0.934
C 0.583 4.597 0.825
Si -3.238 0.632 0.481
C -4.383 -0.322 -0.742
C -4.480 1.692 1.532
C -2.532 -0.716 1.635
H -3.652 2.524 -4.659
H -3.495 1.031 -3.751
H -2.101 1.708 -4.574
H -1.840 4.837 -3.997
H -0.455 3.969 -3.359
H -1.274 5.156 -2.361
H -4.664 4.280 -2.850
H -4.181 4.436 -1.170
H -4.954 2.964 -1.724
H -1.939 2.458 3.074
H -0.989 3.851 3.542
H -0.181 2.399 2.935
H -3.407 4.796 0.959
H -2.258 5.736 0.021
H -2.260 5.844 1.768
H 1.375 3.889 1.046
H 0.692 5.433 1.512
H 0.748 4.971 -0.182
H -4.702 0.314 -1.562
H -5.276 -0.712 -0.260
H -3.851 -1.164 -1.173
H -5.037 2.372 0.895
H -3.944 2.296 2.256
H -5.198 1.088 2.080
H -1.965 -1.430 1.043
H -3.298 -1.267 2.174
H -1.846 -0.296 2.366
O 1.720 1.324 -4.378
C 1.838 0.756 -3.295
O 1.237 1.021 -2.221
C 2.827 -0.413 -3.203
C 4.198 -0.181 -3.127
C 5.090 -1.242 -3.039
C 4.635 -2.543 -3.026
C 3.258 -2.785 -3.107
C 2.364 -1.714 -3.193
N 2.771 -4.101 -3.130
O 1.542 -4.285 -3.177
O 3.584 -5.045 -3.135
H 4.562 0.835 -3.145
H 6.153 -1.046 -2.984
H 5.316 -3.380 -2.963
H 1.308 -1.922 -3.267
C 2.292 1.620 5.973
Ge 2.906 1.785 4.064
C 3.330 3.737 3.867
C 4.702 0.841 4.061
C 1.544 1.258 2.846
H 3.060 1.972 6.658
H 2.075 0.583 6.216
H 1.390 2.196 6.158
H 3.986 4.096 4.658
H 2.414 4.320 3.901
H 3.814 3.940 2.917
H 5.357 1.177 4.862
H 5.203 1.006 3.111
H 4.548 -0.229 4.167
H 1.190 0.237 2.944
H 1.722 1.521 1.806
```

As for the total charge: -2. The HOMO energy comes out at -0.12 eV. For the LUMO energy, the calculation gives 3.295 eV. The spin multiplicity is 1. The calculation puts the HOMO-LUMO gap at 3.4191 eV.